*w*
C5H13O | ωB97M-V with the def2-TZVPD basis set

Structure (XYZ):
```
19
Properties=species:S:1:pos:R:3:lowdin_charge:R:1
C 1.14305 -1.17606 0.45599 -0.03
C 1.74004 1.11251 -0.49794 -0.03
C -1.23188 -0.19280 -1.34821 -0.05
C -1.91769 0.45677 0.82402 -0.05
C 1.02504 0.28023 0.45975 -0.06
O -0.95149 0.58729 -0.20109 -0.27
H 2.02808 -1.41537 1.05873 0.13
H 1.29720 -1.59404 -0.53616 0.11
H 0.31098 -1.66727 0.96073 0.11
H 1.26469 2.08397 -0.62683 0.11
H 1.89890 0.62887 -1.45727 0.10
H 2.72186 1.32262 -0.05752 0.13
H -1.36133 -1.25000 -1.10363 0.11
H -2.14730 0.17663 -1.81758 0.12
H -0.40817 -0.06326 -2.04717 0.10
H -2.88384 0.79982 0.44500 0.11
H -2.02096 -0.57629 1.16645 0.11
H -1.61763 1.10212 1.64734 0.11
H 0.77404 0.74222 1.40908 0.14
```

## Properties
HOMO: -15.42 eV
net charge: +1
lowest unoccupied orbital energy: -4.95 eV

=====

*x*
C5H13O | ωB97M-V with the def2-TZVPD basis set

Structure (XYZ):
```
19
Properties=species:S:1:pos:R:3:lowdin_charge:R:1
C 0.55992 1.49755 0.14383 -0.09
C 2.13218 -0.73357 0.04321 0.10
C -0.86242 -1.13700 0.91100 0.03
C -1.93950 0.19883 -0.78377 0.07
C 0.50042 0.24886 -0.58919 -0.23
O -0.72758 -0.51057 -0.37711 -0.31
H 0.21718 1.33600 1.27162 0.15
H -0.11715 2.14214 -0.28503 0.04
H 1.60138 1.99973 0.00760 0.15
H 2.83290 -0.68016 -0.75093 0.04
H 1.68062 -1.69598 0.26749 0.05
H 2.67941 -0.17060 0.78457 0.06
H 0.04695 -0.96498 1.47632 0.10
H -1.77305 -0.74543 1.47707 0.15
H -1.05616 -2.13007 0.64143 0.11
H -1.67150 0.77014 -1.74099 0.15
H -2.59241 -0.67903 -0.81110 0.13
H -2.01966 0.97998 0.04698 0.14
H 0.50846 0.27415 -1.73299 0.17
```

## Properties
HOMO: -14.68 eV
net charge: +1
lowest unoccupied orbital energy: -2.82 eV

=====

*w* (55.7 kcal/mol below the next structure)

=====

*w*
C31H35CaClN2Si2 | ωB97M-V with the def2-TZVPD basis set

Structure (XYZ):
```
72
Properties=species:S:1:pos:R:3:lowdin_charge:R:1
C 2.01667 0.02308 -0.81806 -0.22
C 1.92351 -1.39009 -0.68924 -0.25
C 1.01962 -1.85905 -1.68323 -0.27
H 2.47858 -2.00797 0.00859 0.09
C 0.56107 -0.73508 -2.41845 -0.22
C 1.17778 0.42138 -1.88991 -0.21
H 1.09568 1.43137 -2.28874 0.09
H 2.67650 0.67142 -0.24960 0.09
H 0.76361 -2.89397 -1.88484 0.09
H -0.09650 -0.76011 -3.28355 0.08
Ca -0.45742 -0.71876 0.04002 1.10
Si -4.27577 -5.60953 -0.82329 0.76
C -5.08119 -6.61069 0.52238 -0.37
C -6.40388 -6.37579 0.90461 -0.12
H -7.05252 -5.76804 0.26364 0.11
C -6.90332 -6.95599 2.07692 -0.09
H -7.92875 -6.73785 2.38128 0.10
C -6.09053 -7.79777 2.83827 -0.10
H -6.46241 -8.21200 3.77034 0.10
C -4.80217 -8.09834 2.40815 -0.09
H -4.18198 -8.79694 2.97509 0.10
C -4.29079 -7.51567 1.24569 -0.11
H -3.30655 -7.77778 0.85007 0.09
C -5.43940 -5.93317 -2.25160 -0.32
C -5.94137 -7.22379 -2.49174 -0.10
H -5.49000 -8.07559 -1.96777 0.11
C -6.99926 -7.41255 -3.39268 -0.09
H -7.39492 -8.41740 -3.55819 0.10
C -7.53599 -6.31736 -4.07364 -0.10
H -8.37744 -6.46549 -4.74791 0.10
C -6.97025 -5.04626 -3.91421 -0.09
H -7.38822 -4.18972 -4.45035 0.10
C -5.85728 -4.87776 -3.08152 -0.10
H -5.32348 -3.91699 -3.06037 0.09
H -3.00944 -6.29950 -1.06863 0.02
Si -4.65906 -3.13125 0.15617 0.78
C -3.63948 -2.70786 -1.42675 -0.40
C -2.61323 -3.52562 -1.97332 -0.20
H -2.23069 -4.42789 -1.47764 0.04
C -2.04101 -3.27213 -3.21656 -0.09
H -1.31764 -3.97623 -3.62778 0.12
C -2.47042 -2.18093 -3.95574 -0.11
H -2.11050 -2.03909 -4.96912 0.10
C -3.35853 -1.27070 -3.38406 -0.09
H -3.67415 -0.39919 -3.95369 0.10
C -3.90697 -1.51054 -2.12192 -0.13
H -4.59619 -0.78753 -1.67639 0.10
C -3.22676 -3.79359 1.31060 -0.40
C -1.84192 -3.76948 1.04310 -0.18
H -1.44637 -3.41192 0.09167 0.06
C -0.91248 -4.25886 1.96205 -0.09
H 0.14784 -4.26539 1.69163 0.10
C -1.34727 -4.75748 3.19169 -0.09
H -0.61978 -5.10048 3.93144 0.10
C -2.71804 -4.82299 3.45765 -0.08
H -3.07538 -5.30065 4.37067 0.10
C -3.64598 -4.32059 2.54377 -0.13
H -4.70711 -4.38617 2.78744 0.10
H -5.31241 -1.93097 0.78922 -0.02
Cl -2.63325 -0.55082 1.38481 -0.12
N -1.22101 1.67977 -0.24223 -0.11
C -0.39508 2.64057 0.53660 -0.26
C -0.22576 2.16191 1.96907 -0.25
N 0.34775 0.77652 1.99043 -0.08
H -1.50350 2.07083 -1.14125 0.09
H -2.08768 1.45234 0.27773 -0.02
H 0.57554 2.71405 0.04688 0.10
H -0.86548 3.63952 0.52809 0.11
H 0.44238 2.85229 2.50155 0.11
H -1.20379 2.13519 2.47862 0.11
H 1.36226 0.83648 2.15188 0.09
H -0.02512 0.29121 2.81090 0.07
```

## Properties
HOMO: -7.53 eV
net charge: 0
lowest unoccupied orbital energy: -0.50 eV

=====

*x*
C31H35CaClN2Si2 | ωB97M-V with the def2-TZVPD basis set

Structure (XYZ):
```
72
Properties=species:S:1:pos:R:3:lowdin_charge:R:1
C -1.73539 -0.67198 6.17367 -0.25
C -2.60414 -0.08308 5.21458 -0.24
C -2.63586 -0.92555 4.07556 -0.24
H -3.23261 0.79291 5.38588 0.09
C -1.78156 -2.03410 4.32093 -0.22
C -1.22982 -1.88084 5.62022 -0.23
H -0.62829 -2.61755 6.15113 0.09
H -1.58996 -0.33733 7.19961 0.09
H -3.29922 -0.82141 3.21377 0.10
H -1.66676 -2.89901 3.67395 0.09
Ca -0.20665 0.09463 4.14785 1.15
Si 2.85111 0.26611 -4.23190 0.71
C 1.93053 1.76860 -4.81470 -0.35
C 2.41352 2.54302 -5.88468 -0.11
H 3.34308 2.25991 -6.38146 0.09
C 1.69325 3.66106 -6.31281 -0.09
H 2.06339 4.25606 -7.14635 0.10
C 0.50056 4.02198 -5.67747 -0.09
H -0.05366 4.90057 -6.00924 0.10
C 0.01926 3.25108 -4.61583 -0.09
H -0.91488 3.51496 -4.12286 0.09
C 0.73101 2.12821 -4.17990 -0.10
H 0.34865 1.52473 -3.35327 0.10
C 2.01854 -1.27195 -4.85436 -0.33
C 0.84374 -1.22995 -5.62159 -0.09
H 0.42406 -0.27154 -5.93490 0.10
C 0.19152 -2.41831 -5.97100 -0.09
H -0.73461 -2.37398 -6.54124 0.10
C 0.71751 -3.65439 -5.58919 -0.09
H 0.19929 -4.57792 -5.84933 0.10
C 1.91748 -3.69956 -4.86935 -0.09
H 2.34188 -4.66245 -4.58592 0.10
C 2.56890 -2.52166 -4.50554 -0.11
H 3.49947 -2.55789 -3.93440 0.10
H 2.90596 0.24386 -2.74939 -0.03
Si -0.04987 0.12657 1.13082 0.15
C -0.78185 -1.48346 0.54436 -0.36
C -1.89452 -1.55326 -0.31649 -0.09
H -2.34842 -0.63737 -0.69266 0.10
C -2.39351 -2.80006 -0.72327 -0.09
H -3.25100 -2.84270 -1.40013 0.10
C -1.79376 -3.98345 -0.27653 -0.10
H -2.18519 -4.95265 -0.59584 0.10
C -0.67596 -3.92258 0.56720 -0.10
H -0.19179 -4.84376 0.90512 0.10
C -0.16793 -2.68430 0.96941 -0.15
H 0.73887 -2.65057 1.58016 0.09
C -1.12954 1.50907 0.53572 -0.38
C -2.31654 1.79251 1.25223 -0.13
H -2.54967 1.26764 2.18066 0.07
C -3.21796 2.74729 0.77207 -0.10
H -4.14154 2.95092 1.32409 0.10
C -2.93225 3.45710 -0.40496 -0.10
H -3.64915 4.19009 -0.78941 0.10
C -1.71707 3.24406 -1.07137 -0.09
H -1.46414 3.83607 -1.95884 0.08
C -0.80555 2.29362 -0.58611 -0.12
H 0.15782 2.17050 -1.08140 0.06
H 4.23596 0.33863 -4.76665 -0.02
Cl 1.83066 0.35341 0.31373 0.21
N 2.17122 -0.16090 4.66789 -0.09
C 2.21643 -0.16237 6.16287 -0.25
C 1.69182 1.15152 6.70040 -0.23
N 0.60200 1.69750 5.81562 -0.09
H 2.65856 -0.97403 4.28725 0.10
H 2.67745 0.64792 4.31458 0.09
H 1.58549 -0.98556 6.51308 0.10
H 3.23954 -0.34240 6.52747 0.12
H 1.27970 1.00806 7.70775 0.12
H 2.51103 1.87707 6.76778 0.11
H -0.13564 2.11268 6.39014 0.09
H 0.98696 2.48992 5.29277 0.09
```

## Properties
HOMO: -6.19 eV
net charge: 0
lowest unoccupied orbital energy: -0.27 eV

=====

*x* (19.5 kcal/mol below the next structure)

=====

*w*
C3H9N2O | ωB97M-V with the def2-TZVPD basis set

Structure (XYZ):
```
15
Properties=species:S:1:pos:R:3:lowdin_charge:R:1
C -0.55952 1.14799 0.67845 -0.23
N 0.68240 0.48349 0.33060 -0.16
C 1.42586 0.23619 1.41358 -0.49
N 2.73227 0.24932 1.42957 -0.02
H -1.07677 1.50226 -0.21590 0.05
H -1.20997 0.47674 1.27229 0.06
H -0.41514 2.05735 1.29055 0.05
H 0.36271 -0.42655 -0.80024 0.03
H 0.85799 0.06056 2.35183 0.09
H 2.99515 -0.10593 2.35173 -0.03
C -1.18998 -1.13640 -2.03616 -0.27
O 0.13556 -1.09640 -1.62798 -0.23
H -1.46669 -2.18454 -2.21025 0.05
H -1.90367 -0.73161 -1.29217 0.06
H -1.37020 -0.53248 -2.93590 0.05
```

## Properties
HOMO: -3.00 eV
net charge: -1
lowest unoccupied orbital energy: 4.22 eV

=====

*x*
C3H9N2O | ωB97M-V with the def2-TZVPD basis set

Structure (XYZ):
```
15
Properties=species:S:1:pos:R:3:lowdin_charge:R:1
C 1.51066 -0.04013 1.57357 -0.58
O 0.92492 0.32329 0.40848 -0.36
C 1.92697 1.15357 2.43821 -0.16
H 2.44538 -0.64401 1.41807 0.07
H 0.86267 -0.69933 2.19933 0.07
H 2.46483 0.82583 3.33550 0.04
H 1.04207 1.73296 2.73135 0.05
H 2.52478 1.85057 1.84430 0.05
N -2.53987 -0.27466 -2.16715 0.02
C -1.39526 -0.23213 -1.36338 -0.43
N -0.56220 -1.17479 -1.36273 0.05
H -3.35380 0.20160 -1.82475 0.05
H -2.76855 -1.20127 -2.46051 0.05
H -1.25284 0.68834 -0.79514 0.10
H 0.20780 -0.86372 -0.72995 0.00
```

## Properties
HOMO: -2.70 eV
net charge: -1
lowest unoccupied orbital energy: 4.19 eV

=====

*x* (7.8 kcal/mol below the next structure)

=====

*w*
C6H13FSi | ωB97M-V with the def2-TZVPD basis set

Structure (XYZ):
```
21
Properties=species:S:1:pos:R:3:lowdin_charge:R:1
C -1.86167 -1.72677 1.23613 -0.10
C -1.39509 -0.49194 0.98450 -0.30
C 2.08143 -2.21286 -0.51971 -0.23
C 0.05610 2.61948 0.52360 -0.21
C 1.93716 -0.87251 -1.02969 -0.09
C -1.03301 2.29226 -0.44504 -0.33
F -2.33535 0.11635 -1.74826 -0.23
Si -1.11964 0.34310 -0.64261 0.73
H -1.83413 -2.42710 2.05472 0.04
H -2.46605 -2.33729 0.47005 0.07
H -0.85660 -0.00258 1.88960 0.08
H 1.81609 -2.51866 0.59673 0.11
H 1.71321 -2.97655 -1.29094 0.09
H 3.11638 -2.47343 -0.68716 0.05
H 0.45391 3.64305 0.52821 0.08
H -0.45694 2.66048 1.51883 0.08
H 0.80688 1.91246 0.70178 0.02
H 1.82339 -0.85487 -2.11948 0.05
H 2.24201 -0.09813 -0.50596 -0.03
H -0.69590 2.76249 -1.32898 0.05
H -1.99217 2.64301 -0.18631 0.05
```

## Properties
HOMO (spin up / spin down): -7.35 / -7.92 eV
net charge: 0
lowest unoccupied orbital energy (spin up / spin down): 0.52 / -0.39 eV

=====

*x*
C6H13FSi | ωB97M-V with the def2-TZVPD basis set

Structure (XYZ):
```
21
Properties=species:S:1:pos:R:3:lowdin_charge:R:1
C 0.96406 -2.08690 -0.11245 -0.18
C -0.04583 -0.85095 -0.12758 -0.29
Si 0.62607 0.78803 0.02057 0.72
F -0.63022 1.85599 0.06279 -0.22
C 2.27410 1.65780 -0.00204 -0.31
C 3.55228 0.75152 0.19462 -0.13
H 1.77395 -1.65795 -0.71536 0.03
H 1.06544 -2.32975 0.95692 0.06
H 0.41530 -2.83167 -0.61953 0.03
H -1.04597 -1.06740 -0.47271 0.00
H 2.38973 2.21576 -0.84891 0.02
H 2.17670 2.50176 0.71385 0.08
H 3.27476 -0.32713 -0.07980 0.06
H 4.43767 1.02069 -0.31656 0.05
H 3.79210 0.67107 1.28250 0.08
C -3.73837 0.14201 0.50387 -0.07
C -4.56071 -0.27642 -0.46776 -0.08
H -2.74496 -0.22308 0.51914 -0.01
H -4.06145 0.78762 1.39114 0.08
H -4.38586 -0.91522 -1.29915 0.03
H -5.52879 0.17422 -0.58357 0.03
```

## Properties
HOMO: -7.67 eV
SMILES: C/C=[Si](/F)CC.C=C
net charge: 0
lowest unoccupied orbital energy: 0.51 eV

=====

*x* (28.9 kcal/mol below the next structure)

=====

*w*
C3H7BrS | ωB97M-V with the def2-TZVPD basis set

Structure (XYZ):
```
12
Properties=species:S:1:pos:R:3:lowdin_charge:R:1
C 0.21801 1.45890 0.45916 -0.22
C -1.09234 -1.38662 -0.93353 -0.54
C 1.08523 0.32397 0.82486 -0.76
S -0.32747 -1.81083 0.65146 0.54
Br 2.56343 -0.04035 -0.27576 0.68
H 0.02839 1.48760 -0.61020 0.07
H -0.72221 1.39761 0.99897 0.08
H 0.70980 2.39059 0.73826 0.08
H -1.63620 -0.44655 -0.84653 0.01
H -1.79463 -2.18012 -1.17487 0.02
H -0.32641 -1.32930 -1.69987 0.01
H 1.29440 0.13510 1.86805 0.03
```

## Properties
HOMO (spin up / spin down): -8.39 / -8.39 eV
net charge: 0
lowest unoccupied orbital energy (spin up / spin down): -0.56 / -0.56 eV

=====

*x*
C3H7BrS | ωB97M-V with the def2-TZVPD basis set

Structure (XYZ):
```
12
Properties=species:S:1:pos:R:3:lowdin_charge:R:1
C -1.34614 -1.40248 0.32771 -0.40
S 0.34216 -1.40813 -0.38858 0.74
C 0.92532 0.23971 0.16834 -1.08
C 0.46336 1.45281 -0.60556 -0.21
Br 2.92726 0.12707 0.09688 0.55
H -1.54431 -2.36581 0.76937 0.02
H -2.19231 -1.34438 -0.45816 0.07
H -1.38049 -0.64732 1.01395 -0.01
H 0.83703 0.45126 1.30571 0.08
H 1.01659 1.58159 -1.57832 0.09
H -0.61862 1.13571 -0.81696 0.09
H 0.57016 2.17996 0.16561 0.06
```

## Properties
HOMO: -8.96 eV
SMILES: CS[C@H](C)Br
net charge: 0
lowest unoccupied orbital energy: 0.80 eV

=====

*x* (24.8 kcal/mol below the next structure)

=====

*w*
C6H8BN | ωB97M-V with the def2-TZVPD basis set

Structure (XYZ):
```
16
Properties=species:S:1:pos:R:3:lowdin_charge:R:1
N 0.64519 2.17311 -1.28228 0.18
B 0.23963 1.01194 -0.67347 -0.49
C -1.09074 1.01355 0.16866 -0.01
C -1.40546 0.09654 1.06674 -0.12
C -0.78029 -1.16494 1.42530 -0.10
C 0.19017 -1.88878 0.87460 -0.09
C 1.04489 -1.49078 -0.24788 -0.13
C 0.96231 -0.35544 -0.90274 -0.01
H 0.32022 3.01717 -1.06573 0.01
H 1.32971 2.34611 -2.11252 0.15
H -1.58015 1.96058 0.24572 0.08
H -2.45616 0.33717 1.47607 0.13
H -1.35859 -1.65656 2.17630 0.09
H 0.43073 -2.90347 1.22220 0.11
H 1.63117 -2.25494 -0.83209 0.12
H 1.87737 -0.24126 -1.53889 0.10
```

## Properties
HOMO: -8.44 eV
SMILES: NB1C=CC=CC=C1
net charge: 0
lowest unoccupied orbital energy: 0.53 eV

=====

*x*
C6H8BN | ωB97M-V with the def2-TZVPD basis set

Structure (XYZ):
```
16
Properties=species:S:1:pos:R:3:lowdin_charge:R:1
C -1.47462 -2.22151 1.30864 -0.07
B -0.70501 -1.37118 -0.32981 0.08
C -0.05092 0.01606 -0.38048 -0.16
C -0.32938 1.24025 0.33963 -0.01
C 0.46748 2.39547 0.18317 -0.13
N 1.59209 2.37420 -0.51204 0.06
C 1.87183 1.29674 -1.14546 -0.18
C 1.12629 0.11259 -1.19178 -0.02
H -1.57284 -1.56754 2.17168 -0.01
H -1.01754 -3.20134 1.50234 0.01
H -2.58847 -2.38257 1.15124 0.02
H -0.29660 -2.15049 -1.01099 0.02
H -1.22528 1.43092 0.98230 0.12
H 0.04105 3.20670 0.64680 0.08
H 2.81601 1.34298 -1.75572 0.12
H 1.34590 -0.52128 -1.95950 0.07
```

## Properties
HOMO: -9.81 eV
SMILES: CBc1ccncc1
net charge: 0
lowest unoccupied orbital energy: -0.69 eV

=====

*w* (43.7 kcal/mol below the next structure)